1.
Below is a 5-piece molecular cluster, C30H58ClN3O12S4 overall in a non-equilibrium geometry, with properties calculated with ωB97M-V with the def2-TZVPD basis set.

Atoms and positions in Å:
H  3.271  -1.316  -0.658
N  2.590  -1.329  -1.467
C  1.617  -0.381  -1.257
N  0.552  -0.218  -2.357
N  1.558  0.540  -0.061
C  1.592  -0.194  1.260
C  0.052  -0.356  1.801
C  -0.312  -1.835  2.416
C  -0.025  -3.095  1.408
C  -1.385  -3.855  0.857
C  -0.909  -4.634  -0.545
C  0.087  -5.922  -0.169
C  -2.523  -2.769  0.395
C  -3.886  -3.415  -0.245
C  -5.059  -2.278  -0.602
O  -5.299  -1.327  0.493
C  -4.575  -0.062  0.318
C  -4.948  1.186  1.369
O  -3.608  0.199  -0.562
O  -1.874  -4.924  1.750
C  -2.484  -4.389  2.976
O  -3.774  -3.992  3.099
Cl  -1.478  -4.261  4.572
H  0.012  -1.102  -2.493
H  1.067  0.003  -3.261
H  0.694  1.138  -0.141
H  2.293  0.444  1.982
H  2.071  -1.263  1.218
H  -0.064  0.420  2.700
H  -0.757  -0.027  1.002
H  0.412  -1.987  3.353
H  -1.397  -1.795  2.859
H  0.506  -2.652  0.437
H  0.775  -3.856  1.861
H  -0.320  -3.921  -1.277
H  -1.818  -5.112  -1.125
H  1.089  -5.562  0.317
H  0.287  -6.459  -1.214
H  -0.457  -6.727  0.497
H  -2.873  -2.053  1.276
H  -2.020  -2.075  -0.432
H  -3.716  -4.032  -1.226
H  -4.396  -4.149  0.543
H  -6.061  -2.918  -0.706
H  -4.890  -1.791  -1.656
H  -5.814  0.819  2.066
H  -5.154  2.198  0.817
H  -3.986  1.284  2.068
O  0.371  5.194  -0.512
S  -0.725  4.451  0.073
O  -0.516  3.255  0.864
C  -1.741  5.583  1.002
C  -2.747  6.104  -0.014
C  -3.186  4.886  -0.825
C  -1.926  4.110  -1.204
H  -1.123  6.370  1.437
H  -2.239  5.014  1.792
H  -3.595  6.594  0.475
H  -2.268  6.836  -0.676
H  -3.838  4.254  -0.210
H  -3.754  5.176  -1.715
H  -2.114  3.034  -1.247
H  -1.515  4.454  -2.157
O  1.890  8.072  -4.827
S  1.410  6.710  -4.935
O  0.034  6.397  -5.265
C  2.483  5.820  -6.046
C  3.582  5.272  -5.148
C  2.875  4.753  -3.897
C  1.877  5.823  -3.457
H  2.856  6.490  -6.822
H  1.901  5.010  -6.495
H  4.154  4.485  -5.648
H  4.277  6.074  -4.874
H  2.339  3.827  -4.139
H  3.585  4.522  -3.097
H  0.987  5.381  -3.002
H  2.335  6.536  -2.765
O  -0.510  5.776  5.142
S  -0.990  4.414  5.034
O  -2.366  4.101  4.705
C  0.083  3.524  3.923
C  1.182  2.976  4.821
C  0.475  2.457  6.072
C  -0.523  3.527  6.513
H  0.456  4.194  3.147
H  -0.499  2.714  3.474
H  1.754  2.189  4.321
H  1.877  3.778  5.096
H  -0.061  1.531  5.830
H  1.185  2.226  6.872
H  -1.413  3.085  6.967
H  -0.065  4.240  7.205
O  3.390  -5.034  -2.135
S  2.910  -6.396  -2.244
O  1.534  -6.709  -2.573
C  3.983  -7.286  -3.354
C  5.082  -7.834  -2.456
C  4.375  -8.353  -1.205
C  3.377  -7.282  -0.765
H  4.356  -6.616  -4.131
H  3.401  -8.096  -3.804
H  5.654  -8.621  -2.956
H  5.777  -7.032  -2.182
H  3.839  -9.279  -1.447
H  5.085  -8.584  -0.406
H  2.487  -7.725  -0.310
H  3.835  -6.570  -0.073

Output
gap between HOMO and LUMO = 8.94 eV
maximum force = 9.65 eV/Å
lowest unoccupied orbital energy = -0.045 eV
structure (SMILES) = [H]/N=C(/N)NCCCC[C@](CC)(CCCOC(C)=O)OC(=O)Cl.O=S1(=O)CCCC1.O=S1(=O)CCCC1.O=S1(=O)CCCC1.O=S1(=O)CCCC1
E_tot = -116944.933 eV

Here are the Löwdin charges for atoms 1 to 4, given in e:
1 H 0.039
2 N 0.072
3 C -0.391
4 N 0.025

2.
Below is a 4-piece molecular cluster, C30H58O16S overall in a non-equilibrium geometry, with properties calculated with ωB97M-V with the def2-TZVPD basis set.

Atoms and positions in Å:
O  -4.512  -1.831  1.658
C  -4.440  -0.715  0.928
O  -3.073  -0.176  0.646
C  -2.298  -0.035  1.894
C  -1.656  1.491  1.866
C  -0.007  1.502  1.672
C  0.422  3.091  1.579
S  2.184  3.460  2.092
O  2.120  4.749  2.991
O  2.884  2.331  2.885
O  3.141  3.888  0.729
O  -5.561  0.015  0.319
C  -6.756  0.027  1.187
O  -7.907  0.343  0.329
C  -8.814  1.326  0.936
C  -10.432  0.906  0.964
C  -11.624  1.876  1.552
C  -11.212  3.359  2.136
C  -9.622  3.772  2.137
C  -8.416  2.797  1.539
H  -2.941  -0.139  2.876
H  -1.386  -0.806  1.871
H  -2.082  2.142  0.978
H  -1.902  1.990  2.897
H  0.566  0.892  2.492
H  0.257  1.017  0.616
H  -0.331  3.683  2.279
H  0.263  3.438  0.471
H  2.578  4.575  0.242
H  -6.988  -1.007  1.704
H  -6.545  0.793  2.046
H  -10.763  -0.139  0.532
H  -12.734  1.474  1.496
H  -12.099  4.042  2.522
H  -9.353  4.836  2.597
H  -7.294  3.135  1.534
C  4.951  0.594  1.172
O  5.811  1.025  0.133
C  5.752  2.425  -0.123
C  7.152  3.053  -0.187
O  7.907  3.050  1.032
C  8.309  1.775  1.551
C  9.288  0.973  0.684
O  8.686  0.545  -0.531
C  9.472  0.795  -1.684
H  3.973  0.336  0.757
H  5.389  -0.300  1.627
H  4.841  1.348  1.959
H  5.147  2.951  0.627
H  5.264  2.552  -1.097
H  7.021  4.111  -0.445
H  7.740  2.632  -0.998
H  7.432  1.186  1.816
H  8.812  1.995  2.499
H  9.585  0.072  1.232
H  10.187  1.573  0.501
H  10.031  1.734  -1.606
H  8.800  0.875  -2.546
H  10.159  -0.036  -1.848
C  13.615  -3.174  -2.751
O  13.744  -2.677  -4.071
C  12.506  -2.540  -4.762
C  12.372  -1.160  -5.423
O  12.295  -0.035  -4.538
C  13.457  0.259  -3.751
C  14.711  0.676  -4.530
O  15.230  -0.395  -5.306
C  15.531  -0.045  -6.647
H  13.659  -4.267  -2.764
H  14.454  -2.793  -2.161
H  12.689  -2.838  -2.272
H  11.649  -2.714  -4.098
H  12.487  -3.309  -5.544
H  11.426  -1.158  -5.978
H  13.144  -1.002  -6.172
H  13.664  -0.562  -3.067
H  13.168  1.104  -3.115
H  15.490  0.961  -3.814
H  14.482  1.551  -5.149
H  14.820  0.684  -7.052
H  15.472  -0.950  -7.260
H  16.546  0.354  -6.702
C  -15.270  -3.693  4.650
O  -15.514  -3.590  3.259
C  -15.943  -2.299  2.840
C  -15.144  -1.796  1.629
O  -13.750  -1.542  1.848
C  -12.918  -2.669  2.153
C  -12.779  -3.723  1.046
O  -14.004  -4.403  0.809
C  -14.356  -4.499  -0.561
H  -16.190  -3.984  5.164
H  -14.516  -4.470  4.806
H  -14.880  -2.760  5.071
H  -15.877  -1.564  3.654
H  -16.998  -2.388  2.553
H  -15.572  -0.831  1.336
H  -15.280  -2.444  0.766
H  -13.226  -3.117  3.096
H  -11.922  -2.252  2.337
H  -12.051  -4.475  1.368
H  -12.397  -3.247  0.136
H  -14.061  -3.608  -1.126
H  -15.445  -4.595  -0.630
H  -13.895  -5.387  -0.997

Output
gap between HOMO and LUMO = 8.57 eV
maximum force = 8.55 eV/Å
lowest unoccupied orbital energy = -0.093 eV
structure (SMILES) = O=C(OCCCCS(=O)(=O)O)OCOc1ccccc1.COCCOCCOC.COCCOCCOC.COCCOCCOC
E_tot = -75625.211 eV

Here are the Löwdin charges for atoms 1 to 4, given in e:
1 O 0.016
2 C -0.248
3 O -0.083
4 C -0.161

3.
Below is C30H59B3N3O4PS2 as an isolated structure in a non-equilibrium geometry, with properties calculated with ωB97M-V with the def2-TZVPD basis set.

Atoms and positions in Å:
C  -4.627  5.592  -3.354
C  -5.423  4.393  -3.811
C  -5.585  4.048  -5.137
C  -6.305  2.936  -5.461
C  -6.871  2.141  -4.496
C  -6.704  2.452  -3.171
C  -7.267  1.589  -2.053
B  -6.062  1.008  -1.206
O  -6.195  0.413  0.033
B  -4.910  0.020  0.442
C  -4.252  0.537  1.763
C  -3.505  1.899  1.586
C  -2.081  1.760  2.126
S  -1.220  3.362  2.234
C  -0.149  3.159  3.658
S  -0.837  2.945  5.123
N  1.243  3.157  3.552
C  1.742  2.794  2.216
C  3.280  3.048  2.122
O  3.914  3.155  3.376
C  3.418  4.246  4.119
C  1.863  4.375  4.068
O  -4.265  -0.883  -0.414
B  -4.208  -0.255  -1.647
P  -3.559  -0.983  -3.251
C  -2.383  -2.376  -2.957
C  -2.748  0.382  -4.188
O  -4.754  1.044  -1.717
C  -5.993  3.588  -2.859
H  -4.686  6.426  -4.056
H  -4.941  5.898  -2.356
H  -3.571  5.307  -3.269
H  -5.120  4.650  -5.912
H  -6.426  2.654  -6.502
H  -7.440  1.270  -4.802
H  -7.772  0.731  -2.514
H  -7.976  2.160  -1.451
H  -3.496  -0.205  2.052
H  -4.958  0.614  2.592
H  -3.539  2.283  0.563
H  -4.022  2.641  2.202
H  -2.121  1.326  3.126
H  -1.522  1.127  1.433
H  1.290  3.358  1.398
H  1.619  1.716  2.105
H  3.509  3.918  1.490
H  3.745  2.192  1.629
H  3.893  5.196  3.838
H  3.723  4.060  5.152
H  1.553  4.534  5.099
H  1.639  5.276  3.479
H  -2.424  -3.007  -3.848
H  -1.355  -2.024  -2.848
H  -2.708  -3.000  -2.124
H  -2.033  -0.009  -4.916
H  -2.227  1.112  -3.563
H  -3.502  0.938  -4.751
H  -5.863  3.839  -1.806
C  1.026  -4.427  -1.874
C  1.225  -5.112  -3.218
N  1.345  -4.178  -4.322
C  1.233  -4.808  -5.627
C  2.313  -5.817  -6.034
C  2.388  -3.175  -4.192
C  3.830  -3.657  -3.991
H  0.180  -3.740  -1.908
H  0.823  -5.172  -1.103
H  1.912  -3.872  -1.560
H  0.353  -5.746  -3.398
H  2.092  -5.788  -3.147
H  1.172  -4.028  -6.391
H  0.265  -5.317  -5.665
H  3.252  -5.327  -6.290
H  1.987  -6.361  -6.923
H  2.506  -6.555  -5.254
H  2.131  -2.526  -3.350
H  2.352  -2.515  -5.063
H  3.905  -4.443  -3.239
H  4.449  -2.823  -3.650
H  4.273  -4.021  -4.917
C  2.847  0.264  4.861
C  3.914  -0.212  5.834
N  4.243  -1.618  5.685
C  5.028  -2.149  6.786
C  6.436  -1.583  7.004
C  4.659  -2.031  4.356
C  5.865  -1.323  3.727
H  1.954  -0.362  4.928
H  2.561  1.289  5.094
H  3.198  0.260  3.827
H  3.532  -0.054  6.846
H  4.799  0.435  5.730
H  5.096  -3.235  6.680
H  4.455  -1.990  7.705
H  7.141  -1.945  6.256
H  6.813  -1.908  7.977
H  6.450  -0.493  6.998
H  3.807  -1.906  3.681
H  4.842  -3.108  4.364
H  5.814  -0.238  3.837
H  5.897  -1.539  2.656
H  6.809  -1.669  4.147

Output
gap between HOMO and LUMO = 7.62 eV
maximum force = 1.91 eV/Å
lowest unoccupied orbital energy = -0.343 eV
E_tot = -77721.198 eV

Here are the Löwdin charges for atoms 1 to 4, given in e:
1 C -0.045
2 C -0.271
3 C -0.062
4 C -0.094

4.
Below is a 2-piece molecular cluster, C30H60Cl2IN2O2 overall in a non-equilibrium geometry, with properties calculated with ωB97M-V with the def2-TZVPD basis set.

Atoms and positions in Å:
C  0.336  1.945  4.828
C  -1.203  1.740  5.081
C  -1.749  0.400  4.455
C  -3.266  0.149  4.787
C  -4.218  0.320  3.532
C  -3.782  1.520  2.594
C  -5.058  2.242  2.040
C  -4.799  3.691  1.488
C  -4.059  3.601  0.085
C  -2.482  3.687  0.233
C  -1.748  2.466  -0.437
C  -1.719  2.547  -2.012
C  -0.325  2.998  -2.597
C  0.198  2.055  -3.770
C  1.669  1.643  -3.404
C  2.172  0.335  -4.139
C  1.182  -0.853  -4.321
C  0.277  -1.446  -3.198
I  0.049  -0.534  -1.273
C  -1.211  -1.590  -3.786
C  -1.974  -2.655  -2.895
O  1.939  -1.965  -4.883
C  2.987  -2.405  -4.007
C  3.552  -1.324  -3.029
C  4.781  -1.757  -2.166
C  4.309  -2.549  -0.863
N  3.608  -0.028  -3.752
C  4.510  0.150  -4.910
Cl  4.737  1.972  -5.112
C  5.996  -0.339  -4.867
C  6.878  0.235  -3.668
Cl  6.266  -2.096  -5.214
H  0.556  1.972  3.732
H  0.883  1.097  5.307
H  0.689  2.880  5.319
H  -1.730  2.618  4.632
H  -1.383  1.720  6.180
H  -1.511  0.332  3.361
H  -1.163  -0.414  4.950
H  -3.384  -0.895  5.149
H  -3.562  0.826  5.626
H  -5.270  0.440  3.874
H  -4.156  -0.627  2.939
H  -3.172  1.063  1.775
H  -3.123  2.249  3.117
H  -5.462  1.627  1.194
H  -5.867  2.332  2.810
H  -5.776  4.198  1.286
H  -4.202  4.317  2.189
H  -4.428  4.397  -0.605
H  -4.299  2.604  -0.356
H  -2.272  3.629  1.333
H  -2.110  4.668  -0.138
H  -0.728  2.353  -0.001
H  -2.338  1.556  -0.159
H  -2.001  1.535  -2.393
H  -2.537  3.236  -2.334
H  0.389  3.013  -1.733
H  -0.405  4.065  -2.921
H  0.148  2.622  -4.733
H  -0.499  1.192  -3.817
H  1.857  1.592  -2.301
H  2.317  2.490  -3.755
H  2.284  0.733  -5.184
H  0.510  -0.572  -5.172
H  0.546  -2.514  -3.004
H  -1.096  -2.055  -4.798
H  -1.742  -0.616  -3.800
H  -1.299  -3.256  -2.245
H  -2.668  -2.114  -2.207
H  -2.532  -3.387  -3.528
H  3.748  -2.920  -4.632
H  2.544  -3.209  -3.355
H  2.769  -1.188  -2.231
H  5.509  -2.428  -2.661
H  5.239  -0.819  -1.764
H  3.239  -2.370  -0.612
H  4.906  -2.189  0.008
H  4.431  -3.652  -0.991
H  3.848  0.698  -3.058
H  4.071  -0.295  -5.837
H  6.458  0.165  -5.753
H  7.317  -0.582  -3.057
H  6.164  0.799  -3.011
H  7.623  0.980  -4.008
C  -1.074  -2.578  6.816
O  -1.926  -1.716  6.734
N  -1.232  -3.866  6.427
C  -0.170  -4.844  6.555
C  -2.506  -4.276  5.866
H  -0.073  -2.370  7.228
H  0.077  -5.239  5.567
H  -0.506  -5.660  7.198
H  0.721  -4.392  6.990
H  -2.718  -3.681  4.975
H  -3.298  -4.100  6.596
H  -2.481  -5.332  5.602

Output
gap between HOMO and LUMO = 8.14 eV
maximum force = 3.18 eV/Å
total charge = +1
lowest unoccupied orbital energy = -2.580 eV
E_tot = -72295.248 eV

Here are the Löwdin charges for atoms 1 to 4, given in e:
1 C -0.125
2 C -0.259
3 C -0.223
4 C -0.198